Below is 5 unconnected molecules or ions with the total composition C31H69N3O7, with properties calculated with wB97M-V/def2-TZVPD.

Structure (ORCA input):
```
! RIJCOSX wB97M-V def2-TZVPD def2/J DEFGRID3
* xyz 0 1
C 3.587 -5.391 -0.778
C 2.330 -4.368 -0.730
C 1.175 -4.860 0.152
C 2.924 -3.213 0.109
C 3.594 -2.102 -0.733
C 2.894 -1.780 -2.045
C 2.490 -3.064 -2.927
C 1.678 -2.651 -4.175
C 3.795 -3.617 -3.496
N 1.775 -4.044 -2.120
O 1.368 -5.182 -2.843
H 4.596 -5.019 -0.959
H 3.463 -6.070 0.065
H 3.315 -6.096 -1.563
H 0.408 -4.118 0.375
H 0.769 -5.709 -0.399
H 1.660 -5.189 1.070
H 2.288 -2.773 0.877
H 3.673 -3.633 0.781
H 3.612 -1.175 -0.159
H 4.640 -2.408 -0.735
H 3.687 -1.244 -2.566
H 1.969 -1.213 -1.934
H 2.298 -1.919 -4.692
H 0.798 -2.086 -3.867
H 1.477 -3.508 -4.818
H 3.756 -4.591 -3.983
H 4.458 -3.728 -2.638
H 4.290 -2.903 -4.154
H 0.430 -5.047 -2.995
C 4.389 5.912 -1.100
C 3.394 5.195 -0.045
C 2.064 5.759 -0.185
C 3.428 3.715 -0.566
C 2.774 2.722 0.352
C 3.697 2.799 1.620
C 3.678 4.078 2.380
C 2.466 4.295 3.208
C 4.962 4.043 3.287
N 3.903 5.184 1.391
O 3.999 6.474 1.991
H 4.594 6.948 -0.831
H 5.399 5.504 -1.122
H 3.973 5.944 -2.107
H 1.371 5.126 0.370
H 2.019 6.748 0.270
H 1.780 5.865 -1.232
H 2.906 3.750 -1.522
H 4.393 3.370 -0.937
H 1.773 2.926 0.733
H 2.905 1.758 -0.142
H 4.696 2.479 1.325
H 3.180 1.987 2.132
H 2.216 5.302 3.541
H 2.552 3.809 4.180
H 1.585 3.941 2.673
H 4.795 3.156 3.898
H 5.124 4.965 3.846
H 5.829 3.857 2.653
H 4.957 6.524 2.044
C -0.922 0.850 -1.691
C -1.407 -0.104 -0.628
C -1.234 -1.612 -1.046
C -0.468 0.245 0.601
C -0.688 1.596 1.263
C -2.059 1.759 1.682
C -3.227 1.307 0.699
C -4.507 0.893 1.436
C -3.472 2.495 -0.313
N -2.872 0.087 -0.129
O -3.936 -0.665 -0.711
H -1.215 1.896 -1.605
H 0.158 0.949 -1.581
H -1.119 0.442 -2.683
H -1.929 -2.382 -0.714
H -1.401 -1.606 -2.123
H -0.196 -1.944 -1.045
H -0.779 -0.521 1.312
H 0.555 -0.094 0.437
H 0.034 1.601 2.079
H -0.402 2.285 0.468
H -2.160 2.843 1.740
H -2.155 1.295 2.664
H -4.314 0.072 2.127
H -5.356 0.546 0.847
H -4.798 1.718 2.086
H -4.176 3.194 0.138
H -4.081 2.222 -1.175
H -2.624 3.022 -0.750
H -4.102 -0.091 -1.462
O -5.200 -4.736 -3.708
C -4.244 -4.454 -2.691
C -4.624 -4.931 -1.260
O -5.235 -6.271 -1.286
H -4.797 -4.452 -4.531
H -3.347 -4.972 -3.033
H -3.857 -3.438 -2.604
H -5.478 -4.287 -1.050
H -3.849 -4.695 -0.531
H -5.939 -6.277 -1.938
O -6.977 -0.891 5.615
C -6.702 -0.065 4.529
C -7.834 0.112 3.465
O -7.548 1.191 2.626
H -7.262 -1.754 5.308
H -6.300 0.844 4.977
H -5.768 -0.225 3.992
H -8.752 0.341 4.007
H -7.896 -0.799 2.870
H -7.538 2.026 3.098
*
```

## Properties
highest occupied orbital energy	-7.91	eV
Kohn-Sham gap	8.31	eV
structure (SMILES)	CC1(C)CCCC(C)(C)N1O.CC1(C)CCCC(C)(C)N1O.CC1(C)CCCC(C)(C)N1O.OCCO.OCCO
energy above the lowest of the compared OMol25 structures with the same formula, charge and spin	120.0	kcal/mol
E_tot	-1913.1390	Eh